Record 1
ORCA calculation (ωB97M-V/def2-TZVPD) on C15H13N3O5 in the gas phase in a non-equilibrium geometry.

Last column: Mulliken charge in e.
Atoms and positions in Å:
1 C -5.10 -0.35 -3.18  -0.900
2 O -4.40 -0.85 -2.20  -0.297
3 C -3.16 -0.04 -1.88  0.422
4 C -2.57 1.13 -2.72  -0.942
5 C -1.47 1.78 -2.09  -0.690
6 C -0.75 1.43 -0.88  0.196
7 C 0.42 2.05 -0.53  0.494
8 N 0.57 3.41 -1.04  -0.472
9 O 1.82 3.68 -0.60  -0.105
10 N 2.35 2.51 -0.15  -0.463
11 C 1.60 1.59 0.09  0.218
12 N 2.19 0.33 0.39  -0.172
13 C 1.63 -0.37 1.74  0.519
14 O 0.52 -0.17 2.17  -0.623
15 C 2.46 -1.43 2.10  0.404
16 C 2.34 -2.65 2.73  -0.538
17 C 3.37 -3.23 2.80  -0.406
18 C 4.31 -2.56 1.80  -0.199
19 O 3.61 -1.80 1.29  -0.201
20 C -1.21 0.09 -0.38  -0.317
21 C -2.35 -0.57 -0.72  0.681
22 O -2.95 -1.53 -0.06  -0.519
23 C -2.31 -2.21 1.23  -0.653
24 H -5.98 -1.06 -3.35  0.234
25 H -5.36 0.67 -3.10  0.365
26 H -4.58 -0.61 -4.09  0.391
27 H -3.13 1.48 -3.44  0.544
28 H -1.23 2.53 -2.68  0.519
29 H 3.18 0.18 0.15  0.351
30 H 1.43 -2.59 3.51  0.251
31 H 3.61 -4.00 3.50  0.407
32 H 5.24 -2.97 1.61  0.469
33 H -0.68 -0.17 0.49  0.145
34 H -2.11 -1.41 1.89  0.353
35 H -1.18 -2.28 0.74  0.203
36 H -2.94 -2.92 1.55  0.330

Properties
* SMILES string: COc1ccc(-c2nonc2NC(=O)c2ccco2)cc1OC
* total charge: 0
* molecular weight: 315.3 g/mol
* HOMO level: -7.44 eV
* strongest force on any atom: 0.3568 hartree/bohr
* energy relative to the best compared isomer or geometry (same formula, charge and spin): 1483.02 kJ/mol
* E_LUMO: -0.626 eV

Record 2
ORCA calculation (ωB97M-V/def2-TZVPD) on C15H13N3O6W as an isolated structure in a non-equilibrium geometry.

Last column: Mulliken charge in e.
Atoms and positions in Å:
1 C 1.57 2.52 -3.46  -0.475
2 C 2.40 1.37 -3.09  -0.839
3 C 2.55 1.35 -1.69  -0.019
4 C 1.72 2.40 -1.13  -0.478
5 C 1.21 3.19 -2.23  -0.607
6 W 0.00 1.45 -2.38  1.109
7 C 0.32 -0.72 -4.02  -0.547
8 C -0.41 -0.93 -5.20  -0.112
9 C -1.37 -0.14 -5.72  -0.634
10 N -1.33 2.47 -1.66  -0.591
11 H 3.24 0.77 -1.12  0.469
12 H 2.98 0.78 -3.77  0.648
13 H 1.70 2.66 -0.08  0.483
14 H 0.65 4.11 -2.13  0.403
15 H 1.45 2.90 -4.47  0.497
16 H 1.36 -0.92 -4.22  0.339
17 H -2.10 2.21 -2.22  0.268
18 H 0.20 -1.14 -3.00  0.484
19 H -1.62 -0.24 -6.78  0.251
20 H -1.97 0.71 -5.33  0.165
21 O 1.23 0.25 0.91  -0.646
22 C 0.21 -0.44 0.87  0.476
23 O -0.49 -0.80 -0.09  -0.699
24 C -0.28 -0.93 2.25  0.131
25 C -1.63 -1.27 2.48  -0.501
26 C -2.05 -1.71 3.76  -0.072
27 C -1.14 -1.83 4.82  -0.176
28 C 0.20 -1.51 4.59  -0.147
29 C 0.63 -1.07 3.32  -0.441
30 N 1.17 -1.61 5.65  0.993
31 O 0.81 -1.99 6.77  -0.592
32 O 2.35 -1.30 5.38  -0.598
33 N -3.43 -2.04 4.03  0.989
34 O -4.28 -1.94 3.13  -0.597
35 O -3.70 -2.44 5.18  -0.591
36 H -2.35 -1.20 1.67  0.531
37 H -1.48 -2.16 5.80  0.585
38 H 1.68 -0.82 3.18  0.541

Properties
* ⟨S²⟩: 2.1921
* total charge: 0
* molecular weight: 515.1 g/mol
* HOMO level (alpha / beta): -8.79 / -9.41 eV
* 2S+1: 3
* strongest force on any atom: 0.0867 hartree/bohr
* E_LUMO (alpha / beta): -2.360 / -2.513 eV

Record 3
ORCA calculation (ωB97M-V/def2-TZVPD) on a 2-piece molecular cluster, C15H13NO2 overall in a non-equilibrium geometry.

Last column: Mulliken charge in e.
Atoms and positions in Å:
1 N -2.64 0.21 -0.05  0.327
2 O -2.52 0.70 1.05  -0.530
3 O -2.49 -1.00 -0.09  -0.510
4 C -1.87 1.76 -3.10  -0.352
5 C -3.24 1.80 -3.50  0.942
6 C -3.87 0.66 -4.02  -0.392
7 C -5.19 0.69 -4.38  -0.610
8 C -5.93 1.85 -4.24  -0.338
9 C -5.34 2.99 -3.73  -0.726
10 C -4.01 2.97 -3.37  -0.372
11 C -1.15 2.84 -2.64  -0.173
12 C 0.15 2.76 -2.19  -0.508
13 C 0.92 3.85 -1.68  0.980
14 C 2.28 3.68 -1.35  -0.428
15 C 3.02 4.73 -0.86  -0.577
16 C 2.44 5.97 -0.67  -0.354
17 C 1.10 6.16 -0.97  -0.702
18 C 0.35 5.12 -1.47  -0.396
19 H -1.37 0.80 -3.15  0.380
20 H -3.30 -0.25 -4.13  0.378
21 H -5.66 -0.20 -4.78  0.386
22 H -6.97 1.87 -4.52  0.388
23 H -5.91 3.89 -3.60  0.387
24 H -3.57 3.86 -2.96  0.352
25 H -1.62 3.80 -2.67  0.186
26 H 0.62 1.79 -2.21  0.369
27 H 2.74 2.72 -1.50  0.375
28 H 4.06 4.59 -0.62  0.387
29 H 3.02 6.79 -0.28  0.384
30 H 0.64 7.12 -0.81  0.387
31 H -0.69 5.27 -1.68  0.361

Properties
* total charge: 0
* molecular weight: 239.3 g/mol
* HOMO level: -6.39 eV
* strongest force on any atom: 0.0469 hartree/bohr
* energy relative to the best compared isomer or geometry (same formula, charge and spin): 294.83 kJ/mol
* E_LUMO: -2.899 eV

Record 4
ORCA calculation (ωB97M-V/def2-TZVPD) on C15H14AsF5LiO9PS as an isolated structure.

Last column: Mulliken charge in e.
Atoms and positions in Å:
1 Li -0.36 1.01 1.00  1.052
2 O -0.52 3.54 3.30  -0.655
3 As 0.65 2.24 3.60  1.024
4 O 0.89 2.14 5.22  -0.859
5 O 0.17 0.88 2.78  -0.659
6 C 2.32 2.97 2.85  0.221
7 C 3.36 2.97 3.79  -0.496
8 C 4.63 3.43 3.46  -0.498
9 C 4.88 3.92 2.19  -0.517
10 C 3.86 3.93 1.25  -0.959
11 C 2.59 3.46 1.57  0.340
12 S 1.43 3.56 0.20  1.175
13 O 1.29 4.98 -0.06  -0.753
14 O 2.07 2.82 -0.88  -0.679
15 O 0.18 2.94 0.66  -0.737
16 H -0.60 3.60 2.34  0.404
17 H 3.13 2.60 4.78  0.496
18 H 5.42 3.40 4.21  0.359
19 H 5.86 4.28 1.92  0.341
20 H 4.03 4.31 0.25  0.384
21 C 4.53 0.71 -0.40  -0.563
22 O 3.76 -0.45 -0.09  -0.445
23 P 2.60 -0.24 1.06  0.254
24 O 1.27 0.01 0.14  0.393
25 C 1.14 -0.52 -1.18  -0.774
26 O 2.48 -1.85 1.36  -0.425
27 C 1.41 -2.19 2.26  -0.405
28 H 5.46 0.37 -0.85  0.293
29 H 4.77 1.28 0.51  0.265
30 H 3.99 1.37 -1.08  0.210
31 H 0.08 -0.64 -1.37  0.222
32 H 1.65 -1.48 -1.26  0.289
33 H 1.56 0.19 -1.89  0.210
34 H 1.77 -3.00 2.89  0.286
35 H 0.54 -2.51 1.70  0.079
36 H 1.12 -1.34 2.88  0.187
37 F -3.10 2.23 -0.41  -0.297
38 C -3.18 0.87 -0.47  1.110
39 C -2.16 0.09 0.02  -1.261
40 C -2.39 -1.25 -0.12  0.458
41 F -1.46 -2.16 0.32  -0.313
42 C -3.53 -1.82 -0.68  -0.492
43 F -3.70 -3.16 -0.78  -0.348
44 C -4.52 -0.98 -1.15  0.933
45 F -5.64 -1.49 -1.71  -0.350
46 C -4.35 0.39 -1.05  -0.156
47 F -5.32 1.20 -1.52  -0.344

Properties
* total charge: -2
* molecular weight: 578.2 g/mol
* HOMO level: -3.50 eV
* strongest force on any atom: 0.0022 hartree/bohr
* energy relative to the best compared isomer or geometry (same formula, charge and spin): 68.34 kJ/mol
* E_LUMO: 4.732 eV

Record 5
ORCA calculation (ωB97M-V/def2-TZVPD) on C15H14AsF5LiO9PS as an isolated structure.

Last column: Mulliken charge in e.
Atoms and positions in Å:
1 Li 0.69 -1.11 0.11  0.865
2 O 0.46 0.33 3.03  -0.630
3 As 0.67 1.40 1.64  1.183
4 O 1.44 2.75 2.17  -0.847
5 O 1.35 0.56 0.35  -0.718
6 C -1.18 1.94 1.25  0.308
7 C -1.36 3.32 1.34  -0.548
8 C -2.60 3.90 1.09  -0.504
9 C -3.68 3.10 0.77  -0.552
10 C -3.53 1.73 0.68  -0.958
11 C -2.28 1.14 0.92  0.191
12 S -2.29 -0.64 0.71  1.016
13 O -3.27 -1.12 1.66  -0.758
14 O -2.65 -0.85 -0.69  -0.674
15 O -0.91 -1.08 0.99  -0.518
16 H 0.05 -0.50 2.73  0.388
17 H -0.50 3.92 1.61  0.516
18 H -2.71 4.98 1.16  0.362
19 H -4.65 3.55 0.57  0.348
20 H -4.36 1.09 0.43  0.419
21 C -2.38 1.04 -3.35  -0.661
22 O -1.03 0.60 -3.42  -0.413
23 P -0.18 0.65 -2.00  0.931
24 O 0.35 -0.91 -1.98  -0.480
25 C -0.39 -2.02 -2.48  -0.635
26 O 1.21 1.25 -2.61  -0.403
27 C 1.61 2.51 -2.08  -0.662
28 H -2.80 1.00 -4.35  0.250
29 H -2.44 2.07 -2.99  0.316
30 H -2.97 0.42 -2.68  0.282
31 H 0.31 -2.65 -3.04  0.253
32 H -1.20 -1.69 -3.13  0.276
33 H -0.80 -2.59 -1.65  0.203
34 H 2.56 2.77 -2.55  0.233
35 H 1.76 2.46 -1.00  0.241
36 H 0.88 3.30 -2.32  0.301
37 F 0.63 -3.27 2.58  -0.364
38 C 1.89 -3.23 2.03  0.763
39 C 2.09 -2.74 0.76  -1.243
40 C 3.39 -2.77 0.36  0.869
41 F 3.75 -2.34 -0.90  -0.349
42 C 4.45 -3.23 1.12  -0.170
43 F 5.73 -3.25 0.67  -0.346
44 C 4.19 -3.71 2.39  0.870
45 F 5.20 -4.18 3.17  -0.352
46 C 2.89 -3.71 2.86  -0.258
47 F 2.64 -4.18 4.10  -0.339

Properties
* total charge: -2
* molecular weight: 578.2 g/mol
* HOMO level: -3.00 eV
* strongest force on any atom: 0.0171 hartree/bohr
* energy relative to the best compared isomer or geometry (same formula, charge and spin): 115.52 kJ/mol
* E_LUMO: 4.684 eV